ORCA calculation (ωB97M-V/def2-TZVPD) on a structure of composition C66H87KN10PS2SeSi.

Its electronic energy is -205264.7459 eV. Its HOMO energy is -0.129 Ha. For the gap between HOMO and LUMO, the calculation gives 0.1934 Ha.

Geometry as ORCA input:
```
! wB97M-V def2-TZVPD RIJCOSX def2/J DEFGRID3
* xyz -1 1
Se -2.15683 -0.35269 2.82032
K 1.44993 -0.94128 -0.81458
S 4.09506 1.08029 -1.92617
S 2.40506 0.17859 3.25321
P -3.12046 -1.47006 -1.28912
Si 4.18920 -3.09825 -3.22062
N 3.89965 -1.59968 1.22743
N -0.49505 2.34108 -1.23568
N 2.74808 -3.58084 -2.55270
N -1.92919 4.26367 -1.61759
N 0.20427 4.54424 -0.45078
N -1.63800 3.35532 0.63678
N -3.98804 1.77179 2.24947
N 1.33722 -2.47982 1.82207
N 3.31633 0.96509 -0.57335
N -2.35510 2.40936 3.55714
C -0.05112 -5.98129 -2.62630
C -2.86358 -2.88834 -0.14291
C 3.40894 5.05181 -2.50442
C 2.71742 -6.04351 -2.66195
C -1.33324 1.71816 5.72960
C 6.35662 1.94245 -0.55106
C -5.76583 0.01575 2.01915
C -4.96949 -3.43974 -2.34928
C 8.59709 1.53289 -1.32739
C 7.72753 2.07565 -0.38674
C -1.53156 -4.67917 0.80200
C 3.66674 3.83584 -1.89094
C 3.49210 3.98999 -4.66517
C 3.74372 2.76671 -4.05310
C 0.59443 -7.21829 -2.64402
C -6.86797 0.69004 2.84649
C -2.86175 1.33288 2.88051
C 4.20574 -0.11071 3.19529
C -1.69698 -3.63916 -0.11327
C 0.62343 3.24685 -1.03249
C -5.18860 3.99783 2.12168
C 8.09643 0.85374 -2.42870
C -4.19469 3.12094 2.51860
C -3.85862 -3.17759 0.79909
C -5.09536 5.31327 2.56078
C 3.76124 -2.90578 1.84511
C -0.77949 -0.57172 -2.32751
C 0.08902 -0.37498 -3.42997
C -4.63172 -2.09502 -2.17648
C -1.13692 2.37380 4.36498
C -3.69340 -4.19677 1.72461
C -3.15255 3.52694 3.34564
C -1.89235 -2.29865 -3.73193
C -1.79647 -1.53894 -2.55666
C -6.44230 1.06106 4.26995
C 5.86727 1.27550 -1.66103
C -0.96926 -2.10087 -4.75135
C -5.45559 -1.13542 -2.76445
C -0.77186 5.13446 -1.37857
C 2.08865 -4.76676 -2.61218
C -2.33769 2.41710 6.64437
C -6.89756 -2.83712 -3.66594
C 3.83987 2.70526 -2.67065
C 4.78312 -0.66453 1.87156
C -2.52402 -4.95471 1.72804
C -1.85520 3.76909 7.17869
C -4.03630 5.72852 3.36949
C 6.72349 0.72067 -2.59800
C -2.55842 3.98548 -0.31871
C 3.32642 5.12925 -3.89149
C 1.98624 -7.22437 -2.67413
C 0.66936 -4.79970 -2.62008
C -0.48977 4.24922 0.81296
C -0.00221 -1.11029 -4.61135
C -6.57533 -1.49676 -3.50660
C 2.36964 -3.46626 1.53179
C 5.39018 -2.48047 -1.88397
C 0.96218 -2.32586 3.21170
C -1.15276 2.09561 0.03422
C -4.78856 0.95945 1.32972
C 1.82591 -1.36083 4.04976
C 5.17279 -4.34153 -4.25210
C -3.04731 4.83878 3.77359
C -6.09120 -3.80795 -3.08432
C 3.94184 -1.63556 -4.40014
C -1.43042 2.97361 -2.15065
H 4.11268 -1.70487 0.24578
H -4.34619 -4.20785 -1.90654
H -5.20496 -0.08590 -2.64003
H -0.81822 3.70097 7.52328
H 3.80290 -6.08274 -2.66729
H 1.24089 -1.06108 4.91983
H -1.13705 -5.93805 -2.62714
H -2.46531 4.10252 8.02132
H 5.06994 -1.50745 -1.48812
H 4.67376 0.85182 3.41245
H 3.69277 3.76994 -0.80783
H 0.50081 -2.69262 1.30044
H 1.10373 3.43809 -1.99440
H -1.64704 0.68954 5.54952
H 0.96653 -3.29227 3.74324
H -3.40745 3.31509 -0.47833
H 0.16298 -3.84649 -2.68816
H -1.90326 4.55022 6.41832
H -5.60717 1.76428 4.28045
H 0.03310 -8.14334 -2.65253
H 3.11636 6.08015 -4.36686
H -2.54459 1.75669 7.48871
H -4.77749 -2.59712 0.79485
H 0.83323 0.43676 -3.39076
H 5.90906 -3.84203 -4.89130
H -2.21871 5.17036 4.38492
H 8.77398 0.40962 -3.14790
H -0.39344 1.81356 3.80081
H 8.11611 2.60289 0.47629
H 4.93740 0.15721 1.17949
H 4.52470 -3.62214 1.51723
H 6.31866 0.17864 -3.44785
H 0.67496 -0.90791 -5.43917
H 3.51295 1.70326 0.10112
H 2.32434 -3.71657 0.46353
H 5.67726 2.34477 0.19498
H 9.66736 1.63002 -1.19293
H 3.31036 -0.87074 -3.93613
H -6.21687 -0.58367 1.22188
H -3.28731 2.54245 6.11307
H 4.44273 -0.76633 4.03465
H -1.99076 1.41441 -0.13560
H -0.35510 1.67706 6.22300
H 1.34820 2.77531 -0.36533
H -5.19434 -0.67260 2.64880
H -1.01943 -2.69525 -5.65690
H -0.45601 1.60955 0.72467
H 2.72031 -1.85746 4.42263
H -5.32309 1.65550 0.68002
H -6.32970 -4.85748 -3.21184
H -0.27274 5.32063 -2.33188
H 4.89335 -1.17059 -4.70995
H -0.78681 3.40197 4.46304
H 3.42027 -1.97703 -5.30258
H -6.13047 0.16750 4.81847
H 5.70027 -5.07209 -3.62584
H 3.84296 1.85866 -4.64215
H 3.24567 5.93428 -1.89829
H -2.68024 -3.03444 -3.86903
H -7.22959 1.58295 2.32230
H 2.22408 -4.39880 2.09802
H -4.09873 0.38736 0.70918
H -0.92817 -3.44099 -0.84623
H -2.92760 4.92107 0.11085
H -7.19501 -0.73297 -3.96145
H 6.41424 -2.35138 -2.26484
H -0.05690 -1.95538 3.23134
H -4.47648 -4.40332 2.44528
H -7.77105 -3.12557 -4.24001
H 3.40634 4.04727 -5.74277
H -2.39478 -5.75714 2.44499
H -2.27475 2.29795 -2.30488
H -0.83355 5.18810 1.25707
H -6.00422 3.67726 1.48421
H 0.21947 3.77346 1.49692
H -7.71931 0.00884 2.91011
H 3.87578 -2.79788 2.92618
H -7.26702 1.52398 4.81909
H -0.93949 3.14458 -3.11121
H -1.12000 6.08705 -0.97171
H 2.51546 -8.17168 -2.70193
H -0.63083 -5.28280 0.76863
H -5.85387 6.02673 2.26589
H 4.48419 -4.90323 -4.89766
H 5.42877 -3.18829 -1.04578
H -3.98278 6.76119 3.69206
H 5.77683 -1.08277 2.10307
*
```


ORCA calculation (ωB97M-V/def2-TZVPD) on a cluster of 16 separate species, C90H219N13O6S3 in total.

Its electronic energy is -161035.1390 eV. Its HOMO energy is -0.275 Ha. For the gap between HOMO and LUMO, the calculation gives 0.2893 Ha.

Geometry as ORCA input:
```
! wB97M-V def2-TZVPD RIJCOSX def2/J DEFGRID3
* xyz 0 1
S 0.46237 0.11572 -0.36980
S 4.08791 -0.72915 4.20473
S -2.75326 -0.72452 -7.62591
O 0.38124 1.52385 -0.02865
O 2.83869 -0.80557 3.53838
O 1.82979 -0.35889 -0.56528
O -4.00425 -0.30421 -6.98163
O 4.91540 0.44172 4.08533
O -2.71485 -0.86249 -9.05906
N -1.06924 -2.59122 5.39954
N -5.42762 6.57033 0.78275
N -5.04989 2.32475 -4.10967
N 5.67031 2.14202 0.28607
N -3.98578 -0.08929 1.82747
N 3.24140 -0.50760 -5.42433
N 5.01864 -4.88727 -0.34103
N -0.07466 5.35786 -1.58746
N 2.20734 -7.31066 2.08881
N 1.62424 8.12663 2.91809
N 0.67648 2.50438 6.20155
N -5.18010 -3.91564 -2.71627
N 0.65980 -5.94788 -4.32600
C -0.49605 -8.26547 -3.85775
C 2.22611 6.76247 3.11274
C 4.09209 -0.00813 -6.52146
C 0.56686 -7.22420 -3.53837
C -2.57857 -2.03188 7.28218
C -3.75779 2.18026 -4.79397
C -7.48876 2.08285 -4.35171
C -4.05878 5.61568 2.67290
C 4.47402 -8.15100 1.54551
C -5.07022 3.55179 -3.23658
C -4.33149 -4.76362 -4.76429
C -1.37404 -1.61693 -5.57601
C 2.91985 -3.60879 0.56247
C 4.28761 -2.56453 6.04066
C 2.61403 -2.43222 -4.00330
C -0.74202 -4.29537 -3.15420
C -0.20771 -1.93690 4.45280
C 5.46431 -2.76233 5.08229
C 0.10185 8.00956 2.82256
C 2.25286 8.67660 1.69992
C -1.62977 7.16220 -0.97059
C 7.00835 2.56118 0.46657
C 3.95991 -4.76950 0.66206
C 5.00350 -2.18167 3.72888
C -5.32463 -4.20775 -1.34388
C 2.96617 -8.34445 1.39022
C -6.09949 8.45516 2.31319
C 3.45205 0.36197 -4.30101
C 3.59697 -1.89254 -5.10388
C -0.19293 4.26569 -3.84680
C 3.81097 -0.71486 -7.87190
C -3.80313 -2.45756 2.44237
C -1.56892 -1.53386 6.26747
C -6.14140 2.04390 -5.00475
C -4.15666 -5.04976 -0.77049
C -5.28475 4.91857 -4.05649
C 4.89026 2.36483 1.51613
C 6.03401 -2.55544 -0.30251
C 1.97552 -5.12193 -6.31931
C 3.61180 6.84015 3.76534
C 3.32199 2.17115 1.30016
C -5.82997 -2.65589 -3.01291
C -0.11484 4.04947 -2.36391
C 6.22940 -4.10049 -0.03453
C 4.60465 -4.91633 -1.77047
C -0.50231 -5.04815 -4.41255
C -0.47192 7.67036 4.18111
C 0.75071 -7.22571 1.80795
C 0.77661 5.31168 -0.44593
C -5.33943 -5.04297 -3.68780
C 1.14873 -6.22891 -5.70208
C -5.01486 -1.43096 -2.69389
C 2.58866 3.93866 6.62336
C 0.54883 -6.43462 0.57183
C -6.69564 6.35940 0.03638
C 5.54895 0.81437 -0.28727
C -3.91769 1.66151 3.68738
C 1.85408 10.07856 1.43351
C -1.52463 -1.57201 -1.03413
C -4.45130 -1.40177 1.54972
C 1.46685 3.59465 5.67520
C -4.52928 0.76692 0.73867
C 7.87366 1.67739 1.44332
C -1.47060 5.69449 -1.33062
C 1.48289 1.24016 6.32596
C -0.53374 2.25494 5.33498
C -0.69286 -2.17706 0.16547
C -0.26090 -0.87614 0.89245
C 6.40583 0.72978 -1.51878
C -4.44943 0.30121 3.18980
C -1.42274 0.41024 -7.09117
C -2.54103 1.70157 -3.96479
C 3.90902 -1.10208 5.94771
C -0.54975 -0.37648 -6.04312
C -2.18385 -2.18456 -6.78502
C 2.24765 5.39309 -0.86847
C 0.65225 -3.45116 7.16972
C -6.74535 7.01147 -1.33607
C -0.31640 1.99932 3.83588
C 1.47690 0.74780 7.76834
C -5.34352 5.49464 1.90581
C 0.44899 -2.85601 3.47367
C 3.57861 -5.95545 -2.10739
C -0.50016 -0.57541 -1.71487
C -0.42483 -3.72461 6.11009
C 2.43524 -5.91471 4.11361
C -5.18872 7.97492 1.12035
C -3.66005 1.97435 0.42255
C 2.19879 1.26650 -4.14807
C 2.36588 -7.28854 3.52897
H 3.06904 2.22263 0.21336
H -1.99154 5.07515 -0.53506
H 2.32341 1.93400 -3.33004
H 2.68663 -5.80193 -1.46409
H 0.50569 0.51744 8.06211
H -4.71750 -3.94575 -5.37053
H -2.65043 7.46364 -0.77242
H -5.32268 8.57861 0.22095
H -0.99696 0.18079 -2.30213
H -4.17274 8.04627 1.46490
H -2.94752 -2.86627 -6.47126
H 6.96325 3.67772 0.77529
H -4.04538 -5.97343 -1.27185
H -3.97760 -1.57766 -3.06198
H 2.68059 -8.30812 0.33090
H 4.35317 -2.78390 3.18375
H 1.50781 -2.86669 6.86570
H 0.72736 4.73168 -4.27641
H -2.03881 5.47888 -2.21621
H -6.84838 -2.65088 -2.57822
H 1.37121 0.61458 -4.03886
H 0.09380 -4.26526 5.26109
H 1.50630 -5.41962 4.08254
H 2.12388 -3.72806 1.34240
H -1.50286 8.08831 4.24050
H 7.49107 0.64689 -1.38831
H 3.49047 -2.49957 -6.02278
H -7.55425 6.63090 0.67119
H 2.83990 -0.79249 6.16049
H -1.40412 -5.62821 -4.53252
H -4.55514 0.16459 -0.19961
H 1.90292 3.29511 4.63794
H 3.09989 -5.29343 3.52486
H 0.35166 -0.64416 -6.54716
H -1.65106 1.56775 -4.58758
H -6.19492 5.58930 2.56560
H -0.70603 -2.35775 -5.08749
H 3.93677 1.08345 -6.63848
H 6.37663 -4.19784 1.05880
H -2.87657 1.74803 3.40762
H 0.16310 -3.81300 -2.80136
H 0.82359 3.47902 -2.18701
H -1.09490 7.72099 -1.76291
H -5.01249 5.71597 -3.32262
H 7.56057 2.58819 -0.53078
H -2.15558 -2.50455 8.18080
H 2.75855 -0.48906 -8.05285
H -4.04711 3.51249 -2.73280
H -8.30633 2.00016 -5.06960
H -1.05718 1.41203 5.76208
H -0.16908 7.28129 2.01799
H 1.58344 -7.86708 3.96585
H 2.30300 10.43216 0.47798
H 6.94637 -1.97491 -0.25369
H 4.36776 0.92242 -4.48424
H 0.61328 -1.32559 4.92795
H 3.44598 -3.20914 5.71381
H -0.54124 -6.54359 0.34520
H 4.46137 -0.34123 -8.69096
H -7.63209 3.02618 -3.78792
H 1.92508 8.10589 0.79517
H -0.30635 -4.34777 -5.23138
H -3.98345 4.86367 3.44788
H 0.90419 -2.33021 2.61996
H 1.10924 0.50251 5.60483
H 8.80011 2.18613 1.50238
H 5.34774 -2.07469 0.35111
H 3.20794 4.84071 6.22522
H -3.41949 -4.39588 -4.32986
H 3.30391 3.13741 6.81941
H -0.49739 -8.51377 -4.91459
H 2.44545 4.53811 -1.55022
H 4.48436 -4.85077 1.59880
H -5.42619 -0.56506 -3.20940
H 0.22646 -6.68774 2.62090
H 1.87305 1.54429 8.42856
H -7.65026 1.22218 -3.63741
H -1.16758 3.11573 5.44986
H -1.50940 -7.93782 -3.54769
H -6.10899 7.80079 3.16867
H -5.55448 0.37059 3.27588
H 3.42676 -5.72954 0.67976
H 1.54198 6.13847 3.69268
H -3.60365 2.54518 1.29099
H -6.37589 -4.61338 -1.11014
H 1.60336 -4.14604 -5.99623
H 7.39204 1.47769 2.40262
H 5.62460 -3.81652 5.12238
H 2.01055 -0.18136 7.90422
H 3.35222 8.59445 1.76560
H -5.32317 4.55850 1.44162
H -6.29629 5.05429 -4.32930
H -5.90275 1.02278 -5.39439
H -4.49026 2.45398 3.09789
H 4.74540 -7.18697 1.09670
H -4.16289 -1.67329 0.52059
H 2.73398 -1.85481 -3.09192
H -4.08338 -0.50717 3.79982
H -2.64743 1.73512 0.10201
H 2.36654 6.34632 2.14437
H -3.38775 3.12919 -5.21251
H -3.08001 -1.16332 7.75398
H 2.07684 1.91908 -5.04650
H -5.54299 -1.57407 1.66170
H -0.34483 -3.56264 3.08357
H 2.66030 2.88291 1.73510
H -0.83798 3.36110 -2.02188
H 2.83280 -5.95738 5.17472
H 0.75014 4.39409 5.41223
H 6.12004 -0.04923 -2.20067
H -0.75492 -1.00885 6.75521
H -7.12717 8.36770 1.91675
H 3.64465 -0.09087 -3.36594
H 5.07130 3.35468 1.82640
H -1.60606 -2.74389 -7.53041
H 0.57269 6.19777 0.20021
H 0.42842 1.20535 3.70068
H -4.33759 -5.30368 0.25507
H 5.13307 -0.22132 -6.21789
H 2.10497 4.19669 7.59179
H -2.09465 -0.85453 5.60560
H -2.42121 -1.09118 -0.61716
H 2.90273 5.23273 -0.01711
H 3.03282 -5.16191 -5.97436
H -7.57611 6.62114 -1.94852
H -1.26314 1.70735 3.38883
H 0.12345 2.82489 3.30986
H 6.33645 -2.16717 5.40771
H 3.29869 -7.82959 3.81947
H -1.30500 -2.80084 0.78882
H 1.53688 -2.17734 -4.25496
H 2.43110 -3.60605 -0.42922
H 5.49830 -5.10562 -2.40384
H 6.23928 1.62561 -2.20203
H -0.80451 0.57039 -7.96901
H -0.31773 3.32646 -4.33520
H -0.26226 8.98447 2.54515
H 0.31754 -8.22445 1.76361
H -1.12386 -4.96140 -2.41390
H 3.02074 1.20449 1.66946
H 8.06418 0.77077 0.95233
H 2.75549 -3.50984 -3.74183
H 0.58953 4.35717 0.09841
H 0.78944 10.28874 1.37387
H -4.10808 -2.56922 3.53998
H 5.18875 1.64934 2.31671
H 2.48616 6.30552 -1.36287
H -4.08365 1.75144 4.74736
H 1.01148 -4.42519 7.51962
H 5.75649 0.03226 0.48937
H 5.03363 -8.95808 1.04113
H 4.09096 5.85426 3.85326
H 4.59926 -0.42799 6.44152
H 0.14168 -2.81778 -0.24367
H -1.76221 -2.38169 -1.79393
H -0.93984 4.97318 -4.11686
H -0.44729 6.64589 4.54775
H 3.21211 -5.73422 -3.15460
H -3.19076 5.56732 2.02874
H 4.24876 7.55038 3.25505
H 2.72725 -9.39425 1.72605
H 0.12614 -1.17660 -2.34912
H 3.90000 -1.80851 -7.80073
H -5.82136 6.86034 -1.90173
H 3.49180 7.17721 4.75147
H 4.65149 -8.12031 2.62708
H 0.84924 -5.40280 0.66885
H 0.29693 -6.38803 -6.34194
H -0.26253 -9.17525 -3.20885
H -5.11184 -5.94632 -3.11988
H 2.20712 10.75216 2.26751
H -3.39277 -2.53594 6.80469
H -2.71859 -2.24803 2.51659
H -1.60140 -3.63379 -3.36687
H -4.11116 2.47660 -0.47311
H 1.54509 -7.71676 -3.52942
H 0.58083 -0.88995 1.61716
H -3.83544 1.47245 -5.59205
H 1.75368 -7.12863 -5.78425
H -0.32753 0.35978 -5.26035
H -6.34159 -5.22714 -4.17154
H -1.91512 1.31733 -6.71006
H -1.19774 -0.50131 1.26022
H 5.69389 -2.44129 -1.33011
H 4.65170 -2.86616 7.02164
H -5.59543 0.99734 0.92104
H 1.15955 -3.48948 3.93125
H -4.67851 5.00021 -4.93359
H 1.09510 -6.92487 -0.25808
H -3.95229 6.62010 3.10823
H 4.27341 -3.90947 -2.11134
H 4.66397 -1.95275 -4.81067
H -6.95623 8.10794 -1.31279
H -5.02723 -1.15517 -1.60706
H -1.18204 -4.41538 6.57698
H -3.92446 -3.41908 1.93131
H -2.43513 2.45779 -3.14915
H -6.04122 -2.58622 -4.09251
H 4.50955 0.63400 -0.57601
H 3.35568 -2.62001 0.86745
H 7.03176 -4.52992 -0.65415
H 0.18168 8.20410 4.88864
H -3.23144 -4.46867 -0.92140
H 0.16640 -2.97608 8.04942
H 5.86760 -1.76573 3.14708
H -5.89786 3.49683 -2.44469
H 0.42555 -6.91497 -2.48438
H -2.04459 -1.27763 -4.80707
H -6.85360 5.29695 -0.08517
H -5.85394 9.48672 2.59234
H -0.88022 -1.23520 3.91217
H -1.06918 7.47146 -0.08268
H 1.95194 -5.20683 -7.40912
H -6.15939 2.74256 -5.86979
H -2.77902 0.74328 -3.50703
H 3.94338 -6.95047 -1.92439
H -4.11716 -5.57647 -5.46282
H -5.36597 -3.25877 -0.82216
H 2.43074 1.50295 6.02875
*
```